Below is the ion C21H25Br2Si with charge +1 at a distorted geometry, with properties calculated with ωB97M-V/def2-TZVPD.

```
! RIJCOSX wB97M-V def2-TZVPD def2/J DEFGRID3
* xyz 1 1
C 5.914 -0.807 1.262
Si 4.418 -0.732 0.133
C 4.811 0.482 -1.227
C 4.171 -2.424 -0.614
C 2.764 -0.217 1.129
C 1.567 0.178 0.372
C 0.243 -0.514 0.330
H 5.782 -1.521 2.086
H 6.814 -1.127 0.717
H 6.152 0.170 1.705
H 3.969 0.607 -1.921
H 5.077 1.472 -0.832
H 5.671 0.140 -1.824
H 3.276 -2.462 -1.248
H 5.027 -2.711 -1.244
H 4.074 -3.203 0.155
H 2.627 -1.080 1.801
H 3.204 0.625 1.706
H 1.792 0.933 -0.373
H 0.108 -0.847 -0.712
H 0.483 -1.358 0.970
Br -0.007 4.610 4.619
C -0.492 3.170 3.497
C -0.085 1.877 3.846
C -0.403 0.825 3.002
C -1.068 1.079 1.808
C -1.164 -0.081 0.829
C -2.341 0.014 -0.163
C -2.965 -1.017 -0.787
C -4.003 -0.884 -1.802
C -4.595 -2.033 -2.380
C -5.500 -1.937 -3.442
C -5.847 -0.670 -3.951
Br -7.026 -0.514 -5.408
C -5.350 0.489 -3.325
C -4.442 0.378 -2.265
C -1.471 2.361 1.447
C -1.170 3.421 2.298
H 0.457 1.672 4.757
H -0.071 -0.187 3.217
H -1.523 -0.938 1.417
H -2.914 0.936 -0.093
H -2.661 -2.042 -0.553
H -4.313 -3.022 -2.017
H -5.906 -2.829 -3.920
H -5.639 1.471 -3.699
H -4.025 1.280 -1.820
H -1.948 2.545 0.486
H -1.472 4.424 2.030
*
```

E_HOMO = -10.62 eV
calculated total energy = -170136.8865 eV
LUMO = -5.87 eV
gap between HOMO and LUMO = 4.8 eV

Below is an isolated molecule of C21H25BrN2OS, with properties calculated with ωB97M-V/def2-TZVPD.

```
! RIJCOSX wB97M-V def2-TZVPD def2/J DEFGRID3
* xyz 0 1
O -2.324 1.762 0.007
C -1.185 1.561 0.390
C -0.080 2.569 0.160
C 0.964 2.064 -0.858
N 1.966 1.172 -0.331
C 3.014 1.796 0.456
C 4.354 1.733 -0.304
C 4.780 0.307 -0.488
C 4.385 -0.408 -1.611
C 4.727 -1.740 -1.755
C 5.471 -2.377 -0.775
C 5.870 -1.673 0.348
C 5.524 -0.340 0.490
C 1.445 -0.068 0.188
C 0.505 0.071 1.403
N -0.853 0.419 1.041
C -1.906 -0.557 1.240
C -2.121 -1.403 -0.013
S -3.497 -2.574 0.188
C -4.963 -1.600 0.006
C -6.161 -2.299 0.150
C -7.371 -1.651 0.019
C -7.380 -0.293 -0.256
Br -9.047 0.614 -0.435
C -6.200 0.412 -0.400
C -4.986 -0.239 -0.270
H 0.409 2.818 1.104
H -0.556 3.469 -0.231
H 1.483 2.924 -1.290
H 0.444 1.549 -1.672
H 2.775 2.844 0.660
H 3.135 1.287 1.417
H 5.106 2.284 0.265
H 4.225 2.213 -1.275
H 3.800 0.086 -2.373
H 4.415 -2.285 -2.634
H 5.741 -3.416 -0.887
H 6.453 -2.162 1.115
H 5.839 0.205 1.369
H 2.295 -0.696 0.463
H 0.904 -0.570 -0.620
H 0.470 -0.880 1.935
H 0.908 0.824 2.092
H -2.825 -0.012 1.475
H -1.653 -1.197 2.087
H -2.316 -0.776 -0.881
H -1.252 -2.031 -0.211
H -6.131 -3.357 0.363
H -8.298 -2.193 0.130
H -6.216 1.470 -0.611
H -4.087 0.345 -0.383
*
```

SMILES = O=C1CCN(CCc2ccccc2)CCN1CCSc1ccc(Br)cc1
relative energy (zero: lowest compared OMol25 entry of this formula, charge and spin) = 0.00 kcal/mol
E_HOMO = -7.98 eV
calculated total energy = -108088.8072 eV
LUMO = 0.55 eV
gap between HOMO and LUMO = 8.5 eV

Below is a cluster of 6 separate species, C21H25Cl4N5 in total at a distorted geometry, with properties calculated with ωB97M-V/def2-TZVPD.

```
! RIJCOSX wB97M-V def2-TZVPD def2/J DEFGRID3
* xyz 0 1
Cl 4.410 -0.455 3.208
C 5.056 1.106 3.649
Cl 6.508 1.448 2.678
Cl 3.862 2.371 3.341
Cl 5.505 1.127 5.350
C -4.313 0.170 -1.747
C -4.312 -1.165 -2.247
C -3.647 -1.936 -1.356
N -3.294 -1.140 -0.298
C -3.649 0.145 -0.544
H -4.989 0.936 -2.092
H -4.713 -1.504 -3.187
H -3.368 -2.974 -1.322
H -2.780 -1.471 0.499
H -3.497 0.885 0.226
C 0.393 -1.106 1.263
C 1.004 -0.418 2.345
C 0.952 0.921 2.044
N 0.374 1.057 0.829
C 0.002 -0.170 0.342
H 0.278 -2.174 1.147
H 1.456 -0.861 3.214
H 1.300 1.792 2.561
H 0.064 1.962 0.489
H -0.587 -0.238 -0.553
C -1.328 4.072 0.997
C 0.049 4.324 0.759
C 0.293 4.030 -0.554
N -0.897 3.687 -1.137
C -1.882 3.700 -0.198
H -1.854 4.307 1.906
H 0.779 4.598 1.503
H 1.173 4.014 -1.174
H -0.975 3.335 -2.088
H -2.903 3.509 -0.485
C 0.071 3.288 -4.337
C 1.092 2.407 -3.872
C 0.453 1.278 -3.399
N -0.895 1.417 -3.618
C -1.134 2.641 -4.175
H 0.186 4.210 -4.881
H 2.162 2.504 -3.951
H 0.848 0.359 -3.000
H -1.572 0.744 -3.287
H -2.140 2.956 -4.394
C 0.756 -6.125 1.192
C 1.151 -7.030 2.221
C 2.174 -6.428 2.898
N 2.390 -5.192 2.344
C 1.559 -5.020 1.281
H 0.021 -6.272 0.418
H 0.751 -8.005 2.431
H 2.876 -6.822 3.615
H 3.183 -4.613 2.542
H 1.597 -4.183 0.607
*
```

SMILES = ClC(Cl)(Cl)Cl.c1cc[nH]c1.c1cc[nH]c1.c1cc[nH]c1.c1cc[nH]c1.c1cc[nH]c1
E_HOMO = -8.19 eV
calculated total energy = -79721.1759 eV
LUMO = 0.24 eV
gap between HOMO and LUMO = 8.4 eV

Below is a structure of composition C21H25CrN6O5S, with properties calculated with ωB97M-V/def2-TZVPD.

```
! RIJCOSX wB97M-V def2-TZVPD def2/J DEFGRID3
* xyz -1 5
Cr -0.602 -0.225 0.557
O -1.377 1.847 0.660
C -1.542 2.367 1.992
C -1.781 1.232 2.951
N -0.752 0.163 2.799
C -1.396 -1.121 3.169
C -2.533 -1.415 2.200
O -3.473 -2.096 2.555
O -2.411 -0.852 1.025
C 0.424 0.410 3.667
C 1.866 0.355 3.134
O 2.704 -0.116 3.862
O 1.628 0.351 0.718
H -2.231 1.752 0.210
H -0.609 2.870 2.217
H -2.364 3.085 2.025
H -1.800 1.602 3.982
H -2.752 0.792 2.747
H -0.661 -1.917 3.071
H -1.789 -1.090 4.189
H 0.351 1.413 4.088
H 0.410 -0.297 4.497
C 4.171 -2.268 0.290
C 3.524 -0.963 0.641
N 4.336 0.038 1.068
N 3.679 1.038 1.608
C 2.247 1.080 1.833
S 1.777 2.783 1.939
N 2.254 -0.898 0.411
N -0.159 -2.075 0.658
H 5.173 -2.083 -0.093
H 3.578 -2.793 -0.456
H 4.252 -2.897 1.179
H 4.118 1.947 1.572
H 0.668 -2.372 0.157
H -0.925 -2.685 0.399
C -3.954 1.934 -3.397
C -2.699 1.822 -3.987
C -1.658 1.165 -3.354
C -1.826 0.576 -2.083
C -3.114 0.661 -1.515
C -4.142 1.341 -2.157
N -0.777 -0.035 -1.415
C 0.289 -0.502 -2.233
C 1.491 0.191 -2.323
C 2.535 -0.298 -3.101
C 2.388 -1.481 -3.810
C 1.182 -2.172 -3.737
C 0.146 -1.685 -2.957
H -4.761 2.455 -3.896
H -2.521 2.266 -4.961
H -0.690 1.111 -3.836
H -3.311 0.134 -0.588
H -5.117 1.377 -1.683
H 1.602 1.113 -1.766
H 3.469 0.251 -3.146
H 3.203 -1.863 -4.413
H 1.053 -3.098 -4.285
H -0.792 -2.223 -2.879
*
```

<S²> = 6.050
relative energy (zero: lowest compared OMol25 entry of this formula, charge and spin) = 4.12 kcal/mol
E_HOMO (alpha / beta) = -4.45 / -4.67 eV
calculated total energy = -80618.1640 eV
LUMO (alpha / beta) = 2.75 / 2.20 eV
gap between HOMO and LUMO (alpha / beta) = 7.2 / 6.9 eV

Below is an isolated molecule of C21H25FN4O, with properties calculated with ωB97M-V/def2-TZVPD.

```
! RIJCOSX wB97M-V def2-TZVPD def2/J DEFGRID3
* xyz 0 1
O 5.370 1.528 -0.047
C 4.423 0.777 -0.231
C 4.620 -0.698 -0.042
C 5.861 -1.236 -0.380
C 6.091 -2.578 -0.135
C 5.086 -3.330 0.454
C 3.893 -2.697 0.767
N 3.661 -1.419 0.526
N 3.215 1.232 -0.624
C 2.973 2.661 -0.643
C 1.973 3.024 0.454
C 0.684 2.224 0.286
C 1.008 0.718 0.258
N -0.121 -0.185 0.147
C -0.972 -0.266 1.323
C -2.342 0.390 1.128
N -3.036 -0.272 0.048
C -4.403 -0.353 0.003
C -5.201 0.517 0.760
C -6.579 0.442 0.717
C -7.181 -0.500 -0.094
F -8.535 -0.572 -0.141
C -6.427 -1.371 -0.857
C -5.050 -1.301 -0.803
C -2.192 -0.894 -0.946
C -0.890 -0.109 -1.082
C 2.024 0.459 -0.867
H 6.612 -0.597 -0.816
H 7.039 -3.029 -0.392
H 5.225 -4.378 0.669
H 3.077 -3.232 1.235
H 3.928 3.164 -0.483
H 2.576 2.941 -1.625
H 1.763 4.094 0.416
H 2.419 2.799 1.425
H 0.001 2.446 1.108
H 0.200 2.516 -0.649
H 1.513 0.453 1.194
H -0.468 0.192 2.176
H -1.131 -1.325 1.562
H -2.917 0.283 2.052
H -2.218 1.464 0.921
H -4.745 1.274 1.376
H -7.187 1.116 1.300
H -6.919 -2.104 -1.478
H -4.475 -2.005 -1.382
H -1.961 -1.937 -0.690
H -2.707 -0.879 -1.910
H -1.144 0.925 -1.365
H -0.299 -0.549 -1.891
H 2.254 -0.603 -0.903
H 1.609 0.778 -1.830
*
```

SMILES = O=C(c1ccccn1)N1CCC[C@@H](N2CCN(c3ccc(F)cc3)CC2)C1
relative energy (zero: lowest compared OMol25 entry of this formula, charge and spin) = 13.24 kcal/mol
E_HOMO = -7.52 eV
calculated total energy = -32908.2739 eV
LUMO = 0.59 eV
gap between HOMO and LUMO = 8.1 eV

Below is a structure of composition C21H25IMgN5O4SSi at a distorted geometry, with properties calculated with ωB97M-V/def2-TZVPD.

```
! RIJCOSX wB97M-V def2-TZVPD def2/J DEFGRID3
* xyz -1 1
Mg -14.964 -8.124 5.366
N -15.440 -11.377 8.920
C -15.605 -10.605 7.833
S -16.599 -9.164 7.827
N -15.214 -11.127 6.687
N -15.397 -10.314 5.630
C -15.615 -10.875 4.438
C -15.577 -10.137 3.222
C -15.947 -10.659 1.956
C -16.103 -9.792 0.874
C -15.768 -8.429 1.079
C -15.157 -8.066 2.247
N -15.131 -8.842 3.367
H -15.448 -11.117 9.924
H -15.056 -12.322 8.699
H -15.724 -11.982 4.333
H -16.236 -11.712 1.937
H -16.531 -10.095 -0.063
H -16.027 -7.689 0.309
H -14.661 -7.121 2.443
O -16.823 -5.631 2.526
C -16.927 -4.377 3.025
C -17.379 -3.327 2.204
C -17.761 -2.136 2.844
C -17.489 -1.912 4.179
C -16.845 -2.905 4.964
C -16.653 -4.183 4.426
C -16.320 -5.360 5.273
O -16.968 -5.499 6.286
O -15.448 -6.264 4.797
H -16.439 -6.268 3.226
H -17.543 -3.541 1.135
H -18.284 -1.387 2.289
H -17.733 -0.943 4.561
H -16.491 -2.593 5.944
C -16.995 -5.172 10.177
Si -15.251 -5.646 9.734
C -14.326 -6.737 10.956
C -14.334 -4.058 9.302
C -15.505 -6.816 8.358
C -15.463 -7.935 7.755
H -17.148 -4.431 10.893
H -17.540 -6.093 10.361
H -17.380 -4.729 9.272
H -13.645 -6.071 11.548
H -13.628 -7.318 10.360
H -14.958 -7.328 11.646
H -14.674 -3.350 10.045
H -14.520 -3.638 8.274
H -13.292 -4.132 9.480
N -12.338 -7.126 7.347
C -12.074 -7.429 6.068
O -12.938 -7.767 5.227
C -10.607 -7.335 5.716
I -9.118 -8.064 7.301
H -13.277 -6.991 7.777
H -11.485 -6.984 7.937
H -10.397 -6.279 5.615
H -10.460 -7.939 4.743
*
```

E_HOMO (alpha / beta) = -2.30 / -2.30 eV
calculated total energy = -70082.8822 eV
LUMO (alpha / beta) = 1.21 / 1.24 eV
gap between HOMO and LUMO (alpha / beta) = 3.5 / 3.5 eV

Below is a structure of composition C21H25N3O11Zn at a distorted geometry, with properties calculated with ωB97M-V/def2-TZVPD.

```
! RIJCOSX wB97M-V def2-TZVPD def2/J DEFGRID3
* xyz -2 1
Zn -0.656 0.155 -0.163
C 0.025 2.156 2.660
C 0.045 2.880 3.913
C 0.413 2.148 5.224
O 0.356 2.835 6.284
C 0.697 0.761 5.145
C 0.610 0.067 3.897
C 0.284 0.797 2.632
O 0.126 0.053 1.528
O 0.884 -1.174 3.832
O -0.254 4.053 3.952
H -0.314 2.586 1.665
H 0.855 0.059 5.998
C -2.641 -0.073 -3.658
C -2.095 0.130 -2.407
C -3.126 0.360 -1.262
O -2.579 0.474 -0.052
C -4.489 0.446 -1.587
C -5.033 0.167 -2.927
C -4.054 -0.214 -3.978
O -4.375 -0.639 -5.051
O -6.239 0.139 -3.185
O -0.848 0.077 -2.063
H -2.024 -0.281 -4.550
H -5.190 0.720 -0.781
C -0.209 3.503 -1.255
O 0.235 2.388 -0.952
N -0.021 3.947 -2.537
C -0.093 5.343 -2.842
C 0.375 2.981 -3.554
H -0.734 4.201 -0.580
H 0.921 5.699 -3.086
H -0.511 5.874 -1.960
H -0.678 5.594 -3.734
H 1.441 3.182 -3.773
H 0.128 1.970 -3.239
H -0.258 3.154 -4.409
C -0.296 -2.681 0.874
O -0.489 -2.261 -0.253
N -0.191 -3.996 1.189
C -0.057 -4.531 2.524
C -0.671 -4.974 0.188
H -0.139 -2.002 1.744
H -0.951 -5.117 2.793
H 0.148 -3.675 3.181
H 0.836 -5.140 2.616
H -0.987 -4.486 -0.715
H 0.132 -5.685 -0.024
H -1.537 -5.474 0.604
C 3.029 -0.680 -1.096
O 2.000 -0.016 -1.201
N 3.621 -1.228 0.034
C 4.691 -2.177 0.007
C 2.910 -1.102 1.364
H 3.682 -0.795 -2.003
H 5.344 -2.027 0.885
H 5.319 -2.006 -0.893
H 4.410 -3.221 0.116
H 3.535 -0.547 2.042
H 1.994 -0.558 1.153
H 2.692 -2.135 1.727
*
```

E_HOMO = -1.79 eV
calculated total energy = -97594.8628 eV
LUMO = 4.11 eV
gap between HOMO and LUMO = 5.9 eV

Below is an isolated molecule of C21H25N3O2 at a distorted geometry, with properties calculated with ωB97M-V/def2-TZVPD.

```
! RIJCOSX wB97M-V def2-TZVPD def2/J DEFGRID3
* xyz 0 1
C 1.378 5.044 -1.753
C 1.546 3.531 -1.575
C 3.039 3.207 -1.633
N 0.790 2.833 -2.626
C -0.647 2.995 -2.452
C -1.485 2.438 -3.605
O -1.603 1.036 -3.635
C 1.166 1.440 -2.825
C 0.921 0.599 -1.618
N -0.230 0.299 -1.087
C 0.112 -0.415 0.025
C -0.906 -0.994 0.944
C -0.610 -0.589 2.376
C -0.305 0.740 2.649
C -0.045 1.153 3.942
C -0.094 0.243 4.984
C -0.411 -1.078 4.722
C -0.669 -1.493 3.426
C -0.954 -2.490 0.736
C -2.147 -3.118 0.410
C -2.189 -4.489 0.225
C -1.037 -5.244 0.363
C 0.158 -4.621 0.687
C 0.201 -3.252 0.872
N 1.400 -0.541 0.164
O 1.939 0.119 -0.901
H 1.543 5.304 -2.795
H 2.105 5.570 -1.140
H 0.391 5.388 -1.457
H 1.166 3.248 -0.574
H 3.420 3.386 -2.635
H 3.251 2.183 -1.341
H 3.570 3.858 -0.942
H -0.853 4.064 -2.402
H -0.997 2.534 -1.511
H -1.049 2.735 -4.562
H -2.489 2.886 -3.529
H -1.652 0.711 -2.724
H 0.564 1.047 -3.646
H 2.218 1.377 -3.098
H -1.874 -0.564 0.655
H -0.273 1.458 1.841
H 0.196 2.188 4.137
H 0.110 0.563 5.995
H -0.458 -1.794 5.530
H -0.917 -2.526 3.235
H -3.051 -2.534 0.301
H -3.123 -4.968 -0.029
H -1.069 -6.313 0.217
H 1.060 -5.206 0.794
H 1.129 -2.757 1.119
*
```

SMILES = CC(C)N(CCO)Cc1nc(C(c2ccccc2)c2ccccc2)no1
relative energy (zero: lowest compared OMol25 entry of this formula, charge and spin) = 74.88 kcal/mol
E_HOMO = -8.92 eV
calculated total energy = -30747.0654 eV
LUMO = 0.77 eV
gap between HOMO and LUMO = 9.7 eV

Below is a structure of composition C21H25N3O4 at a distorted geometry, with properties calculated with ωB97M-V/def2-TZVPD.

```
! RIJCOSX wB97M-V def2-TZVPD def2/J DEFGRID3
* xyz 0 1
C -5.695 -0.438 0.630
C -4.873 0.851 0.495
C -5.284 2.234 0.680
C -4.262 2.938 0.489
C -3.239 1.965 0.046
C -1.965 2.405 -0.030
C -0.945 1.575 -0.229
N -1.063 0.333 -0.543
C -0.428 -0.740 -0.999
O 0.743 -0.797 -1.491
C -1.129 -1.857 -0.622
C -0.387 -3.068 -0.441
C -0.849 -4.572 -0.205
C -2.227 -4.438 -0.129
C -3.044 -3.449 -0.621
C -2.523 -2.232 -0.603
H -3.040 -1.527 -0.960
H -4.143 -3.598 -0.490
H -2.604 -5.377 -0.042
H -0.285 -5.195 0.271
H 0.743 -3.050 -0.385
H -2.061 0.170 0.136
C 0.441 2.552 -0.522
O 0.470 3.650 -0.033
N 1.450 1.952 -1.409
C 2.835 2.408 -1.330
H 3.270 1.712 -2.155
H 2.647 3.607 -1.583
C 3.532 2.269 0.073
N 4.040 0.960 0.503
C 2.980 0.300 0.992
C 3.623 -0.976 1.672
O 4.455 -1.706 0.946
C 5.373 -1.092 0.246
C 4.723 0.124 -0.504
H 5.579 1.003 -0.928
H 4.141 -0.225 -1.471
H 5.924 -1.621 -0.138
H 6.083 -0.508 1.023
H 2.802 -1.490 2.346
H 4.379 -0.605 2.744
H 2.251 0.876 1.974
H 2.194 -0.297 0.326
H 4.480 2.733 -0.195
H 2.956 2.857 0.696
H 1.488 0.740 -1.450
H -1.620 3.443 0.016
O -3.577 0.703 0.226
H -4.250 4.129 0.497
H -6.565 2.521 1.016
H -5.175 -1.104 1.114
H -6.715 -0.248 0.905
H -5.652 -0.800 -0.555
*
```

relative energy (zero: lowest compared OMol25 entry of this formula, charge and spin) = 468.82 kcal/mol
E_HOMO = -7.13 eV
calculated total energy = -34825.4761 eV
LUMO = -0.49 eV
gap between HOMO and LUMO = 6.6 eV

What is the calculated total energy in the second record? -108088.8072 eV